Record 1
Here is one molecule with the formula C18H18N2O2 from the Open Molecules 2025 dataset. Energies are from wB97M-V/def2-TZVPD.

Geometry as XYZ:
```
40
Properties=species:S:1:pos:R:3
C -0.18671 3.70838 1.01384
O 0.69420 3.06422 0.06686
C 0.63085 1.65219 0.14957
C 1.85127 0.88863 -0.26321
C 2.91145 1.44338 -0.99696
C 4.01609 0.64273 -1.42603
C 4.05534 -0.69460 -1.03941
C 2.98243 -1.29304 -0.33480
C 1.87898 -0.48455 0.04939
C 0.73611 -1.08295 0.91715
C -0.73638 -0.88338 0.50945
C -1.75748 -1.84607 0.98117
C -2.89799 -2.08381 0.17284
C -3.87145 -3.04984 0.52452
C -3.73087 -3.74545 1.70523
C -2.61732 -3.50086 2.53249
C -1.64743 -2.55620 2.22463
N -1.20509 0.15173 -0.18469
N -0.47871 1.19258 -0.68830
C -0.68770 1.58932 -2.00645
C 0.01030 2.73437 -2.76672
O -1.50344 0.97901 -2.72554
H 0.20504 3.63248 2.04056
H -0.20783 4.78298 0.81904
H -1.22935 3.30184 0.99892
H 0.39739 1.45885 1.19446
H 2.91085 2.50483 -1.28938
H 4.81471 1.04304 -2.02166
H 4.89138 -1.31385 -1.33863
H 2.99522 -2.37025 -0.11279
H 0.86990 -2.14995 0.90796
H 0.88887 -0.76139 1.96003
H -3.08009 -1.56803 -0.75762
H -4.70845 -3.27529 -0.14442
H -4.40862 -4.55248 1.92515
H -2.49327 -4.09726 3.42643
H -0.80301 -2.43021 2.90583
H -0.31485 2.71073 -3.82176
H -0.26204 3.69187 -2.31713
H 1.08767 2.56631 -2.79004
```

Output
LUMO energy	0.41	eV
ΔE to the lowest compared entry with this formula, charge and spin	87.4	kcal per mole
total energy	-956.630943	hartree
HOMO level	-8.19	eV
SMILES	CO[C@@H]1c2ccccc2CC(c2ccccc2)=NN1C(C)=O
total charge	0



Record 2
Here is a 2-piece molecular cluster, C18H18N2O2 overall from the Open Molecules 2025 dataset. Energies are from wB97M-V/def2-TZVPD.

Geometry as XYZ:
```
40
Properties=species:S:1:pos:R:3
C 1.04922 -4.02868 -0.13194
C 0.12061 -2.83839 -0.30388
N -1.02116 -2.94150 0.40875
C -2.31251 -2.70117 0.11355
C -3.29971 -3.85487 -0.06611
O -2.84102 -1.56582 0.07212
O 0.49993 -1.86593 -0.99122
H 0.49915 -4.97476 -0.05695
H 1.72652 -4.09020 -0.98617
H 1.66503 -3.93521 0.77612
H -2.83023 -4.84542 -0.10625
H -4.04111 -3.84340 0.75095
H -3.86478 -3.69241 -0.99461
C 2.27031 3.23431 -0.72681
N 1.26361 2.28181 -0.23523
C 0.15538 2.09860 -1.03353
C -0.02789 2.89937 -2.17040
C -1.17413 2.77708 -2.94567
C -2.15374 1.82653 -2.60395
C -1.97928 1.01845 -1.49872
C -0.81998 1.11236 -0.68447
C -0.60412 0.35812 0.46845
C 0.46351 0.60470 1.32981
C 1.43513 1.59288 0.94774
C 2.51624 1.85645 1.80035
C 2.64505 1.19735 3.01841
C 1.68399 0.25281 3.41780
C 0.61166 -0.03764 2.59276
H 3.19202 3.18573 -0.14670
H 2.53255 2.96051 -1.75529
H 1.90663 4.27709 -0.73209
H 0.73414 3.62564 -2.45113
H -1.30597 3.42605 -3.80773
H -3.05191 1.73829 -3.20156
H -2.71942 0.27832 -1.19845
H -1.30810 -0.41732 0.71045
H 3.27234 2.58468 1.51433
H 3.49284 1.43465 3.65335
H 1.78018 -0.24138 4.37964
H -0.16102 -0.74772 2.87426
```

Output
LUMO energy	-1.63	eV
ΔE to the lowest compared entry with this formula, charge and spin	70.5	kcal per mole
total energy	-956.657857	hartree
HOMO level	-6.85	eV
total charge	0



Record 3
Here is C18H18N2O2 as an isolated structure from the Open Molecules 2025 dataset. Energies are from wB97M-V/def2-TZVPD.

Geometry as XYZ:
```
40
Properties=species:S:1:pos:R:3
C 4.51892 -2.97295 -0.32470
C 3.13580 -3.05852 -0.39106
C 2.39416 -1.87820 -0.29418
C 2.98813 -0.64192 -0.07391
C 4.37669 -0.53785 0.01549
C 5.12907 -1.70231 -0.13870
C 1.93332 0.38597 0.08558
O 2.18309 1.56140 0.40124
C 0.65106 -0.22439 -0.11024
C -0.50492 0.57293 -0.43130
C -1.83397 -0.10367 -0.13243
C -1.96791 -1.08490 0.87250
C -3.05556 -1.97994 0.85299
C -4.10058 -1.81033 -0.06671
C -4.04510 -0.72495 -0.94888
C -2.92063 0.10174 -0.99388
C 0.91714 -1.69863 -0.37916
O 0.16208 -2.63861 -0.64383
H 5.13670 -3.87013 -0.40291
H 2.60758 -3.99388 -0.54462
H 4.82708 0.43996 0.17036
H 6.21491 -1.64771 -0.09420
H -0.35095 1.14580 -1.37044
H -1.22437 -1.17728 1.67944
H -3.17016 -2.71291 1.65521
H -4.98819 -2.45435 -0.03626
H -4.92111 -0.45505 -1.51989
H -2.91851 0.95390 -1.66088
C -2.14273 2.68837 -0.18660
N -0.74524 2.30825 0.13085
C -0.55444 2.24047 1.60328
N 0.12574 3.33508 -0.31460
H -2.79932 1.98069 0.30174
H -2.36623 3.72210 0.11399
H -2.29288 2.62098 -1.24832
H -1.32650 1.58329 2.00536
H 0.42711 1.81008 1.80636
H -0.59128 3.25840 2.03602
H 1.10281 3.09228 -0.13385
H -0.01082 3.56681 -1.28884
```

Output
LUMO energy	0.14	eV
ΔE to the lowest compared entry with this formula, charge and spin	114.7	kcal per mole
total energy	-956.587459	hartree
HOMO level	-7.47	eV
total charge	0



Record 4
Here is one molecule with the formula C18H18N2O3 from the Open Molecules 2025 dataset. Energies are from wB97M-V/def2-TZVPD.

Geometry as XYZ:
```
41
Properties=species:S:1:pos:R:3
O 0.51893 3.15786 0.91192
C 0.12498 2.27763 0.17844
C -0.97833 2.52672 -0.87157
O -2.20391 1.88254 -0.53338
C -2.35962 0.59913 -0.85599
O -1.50271 -0.07391 -1.38825
C -3.69992 0.08636 -0.49625
C -4.64500 0.85880 0.17717
C -5.87213 0.29085 0.46942
C -6.10362 -1.02201 0.07940
N -5.21150 -1.76179 -0.55868
C -4.04239 -1.22346 -0.83907
N 0.57354 1.01691 0.17662
C 1.61327 0.52937 1.07464
C 1.05450 -0.62971 1.92822
C 1.74083 -1.96780 1.66485
C 1.95267 -2.16667 0.16546
C 2.92525 -1.12391 -0.29666
C 3.97523 -1.41558 -1.15453
C 4.88484 -0.43655 -1.51307
C 4.75883 0.84429 -1.00257
C 3.71781 1.14266 -0.14175
C 2.80026 0.16503 0.21642
H -0.63605 2.17967 -1.85282
H -1.20488 3.59341 -0.89587
H -4.41225 1.87365 0.46111
H -6.63309 0.85180 0.98898
H -7.04758 -1.50861 0.28678
H -3.33257 -1.84937 -1.36324
H 0.20687 0.35968 -0.50208
H 1.86977 1.38348 1.70957
H -0.01043 -0.72899 1.70266
H 1.14003 -0.37916 2.98607
H 2.71400 -1.99011 2.16065
H 1.13295 -2.77396 2.07882
H 0.99797 -2.06165 -0.35845
H 2.34080 -3.16504 -0.04248
H 4.07806 -2.41815 -1.54512
H 5.69575 -0.67462 -2.18564
H 5.47014 1.60965 -1.27497
H 3.60871 2.14158 0.25523
```

Output
LUMO energy	-0.02	eV
ΔE to the lowest compared entry with this formula, charge and spin	14.1	kcal per mole
total energy	-1031.991797	hartree
HOMO level	-8.94	eV
SMILES	O=C(COC(=O)c1cccnc1)N[C@H]1CCCc2ccccc21
total charge	0



Which of these has the highest HOMO level? number 2



What is the formula in the fourth record? C18H18N2O3



What did the third record say?
Here is C18H18N2O2 as an isolated structure from the Open Molecules 2025 dataset. Energies are from wB97M-V/def2-TZVPD.

Geometry as XYZ:
```
40
Properties=species:S:1:pos:R:3
C 4.51892 -2.97295 -0.32470
C 3.13580 -3.05852 -0.39106
C 2.39416 -1.87820 -0.29418
C 2.98813 -0.64192 -0.07391
C 4.37669 -0.53785 0.01549
C 5.12907 -1.70231 -0.13870
C 1.93332 0.38597 0.08558
O 2.18309 1.56140 0.40124
C 0.65106 -0.22439 -0.11024
C -0.50492 0.57293 -0.43130
C -1.83397 -0.10367 -0.13243
C -1.96791 -1.08490 0.87250
C -3.05556 -1.97994 0.85299
C -4.10058 -1.81033 -0.06671
C -4.04510 -0.72495 -0.94888
C -2.92063 0.10174 -0.99388
C 0.91714 -1.69863 -0.37916
O 0.16208 -2.63861 -0.64383
H 5.13670 -3.87013 -0.40291
H 2.60758 -3.99388 -0.54462
H 4.82708 0.43996 0.17036
H 6.21491 -1.64771 -0.09420
H -0.35095 1.14580 -1.37044
H -1.22437 -1.17728 1.67944
H -3.17016 -2.71291 1.65521
H -4.98819 -2.45435 -0.03626
H -4.92111 -0.45505 -1.51989
H -2.91851 0.95390 -1.66088
C -2.14273 2.68837 -0.18660
N -0.74524 2.30825 0.13085
C -0.55444 2.24047 1.60328
N 0.12574 3.33508 -0.31460
H -2.79932 1.98069 0.30174
H -2.36623 3.72210 0.11399
H -2.29288 2.62098 -1.24832
H -1.32650 1.58329 2.00536
H 0.42711 1.81008 1.80636
H -0.59128 3.25840 2.03602
H 1.10281 3.09228 -0.13385
H -0.01082 3.56681 -1.28884
```

Output
LUMO energy	0.14	eV
ΔE to the lowest compared entry with this formula, charge and spin	114.7	kcal per mole
total energy	-956.587459	hartree
HOMO level	-7.47	eV
total charge	0



Look up the ΔE to the lowest compared entry with this formula, charge and spin of the second one. 70.5 kcal per mole